1.
2 unconnected molecules or ions with the total composition C21H24Cl2N2O5, computed with ωB97M-V/def2-TZVPD.

The geometry in XYZ format:
```
54
Properties=species:S:1:pos:R:3
C 0.119 2.837 0.664
C -0.455 1.476 0.223
N -0.111 1.301 -1.179
C -0.549 0.067 -1.826
C 0.659 -0.792 -2.262
C 1.422 -1.524 -1.158
C 2.123 -0.644 -0.101
O 0.619 -2.531 -0.546
O -1.433 -0.630 -0.953
C -2.268 -1.514 -1.575
O -1.939 -2.355 -2.378
C -3.697 -1.407 -1.133
C -4.720 -1.450 -2.034
C -5.994 -1.327 -1.553
N -6.324 -1.150 -0.286
C -5.300 -1.129 0.553
C -3.990 -1.245 0.202
C -1.307 0.503 -3.132
Cl -0.717 -0.013 -4.695
C -2.380 1.295 -3.104
C -3.009 1.867 -1.874
Cl -3.161 1.771 -4.597
H -0.320 3.579 -0.010
H -0.198 3.076 1.676
H 1.198 2.896 0.520
H -0.029 0.729 0.901
H -1.524 1.529 0.411
H 0.861 1.491 -1.359
H 0.346 -1.554 -2.970
H 1.365 -0.140 -2.781
H 2.225 -2.070 -1.671
H 1.580 -0.682 0.843
H 2.351 0.366 -0.424
H 3.090 -1.110 0.111
H 1.122 -2.871 0.199
H -4.534 -1.581 -3.090
H -6.804 -1.347 -2.275
H -5.527 -0.979 1.605
H -3.169 -1.198 0.902
H -3.182 1.141 -1.088
H -2.322 2.613 -1.466
H -3.923 2.398 -2.127
O 5.982 -1.027 5.950
C 5.525 -0.546 4.937
C 6.013 -0.961 3.598
C 5.512 -0.430 2.486
C 4.443 0.597 2.537
O 3.986 1.078 1.522
C 3.954 1.012 3.874
C 4.455 0.482 4.987
H 6.793 -1.712 3.583
H 5.856 -0.719 1.501
H 3.175 1.763 3.889
H 4.112 0.770 5.972
```

The calculation puts the strongest force on any atom at 2.2 eV Å⁻¹. Its highest occupied orbital energy is -8.85 eV. The HOMO-LUMO gap comes out at 0.259 hartree. Its SMILES is CCN[C@@](C[C@@H](C)O)(OC(=O)c1ccncc1)/C(Cl)=C(\C)Cl.O=C1C=CC(=O)C=C1. The value obtained for the total energy is -2220.633040 Eh. The energy above the lowest of the compared OMol25 structures with the same formula, charge and spin is 0.00 kJ/mol.

Mulliken atomic charge list, values in e, 6 entries: C -1.555; C 0.040; N -0.205; C 1.257; C -1.662; C 0.233

=====

2.
A molecular structure, C26H28Cl2N7S2Sm, computed with ωB97M-V/def2-TZVPD.

The geometry in XYZ format:
```
66
Properties=species:S:1:pos:R:3
Sm -0.279 -1.123 0.136
C -1.104 1.743 -1.520
N -1.787 0.462 -1.255
C -3.030 0.701 -0.497
C -2.797 1.111 0.934
C -3.661 1.996 1.560
C -3.493 2.260 2.910
C -2.462 1.627 3.586
C -1.639 0.769 2.881
N -1.787 0.518 1.578
C -2.133 -0.201 -2.530
C -2.588 -1.623 -2.308
C -3.688 -2.128 -2.976
C -4.060 -3.448 -2.766
C -3.318 -4.212 -1.880
C -2.242 -3.628 -1.240
N -1.866 -2.360 -1.447
C -0.235 2.244 -0.390
C -0.165 3.604 -0.123
C 0.718 4.064 0.841
C 1.501 3.144 1.522
C 1.353 1.806 1.214
N 0.512 1.352 0.278
H -1.832 2.515 -1.790
H -0.448 1.599 -2.379
H -3.604 -0.230 -0.472
H -3.643 1.456 -1.001
H -4.463 2.462 1.001
H -4.157 2.942 3.423
H -2.305 1.789 4.643
H -0.828 0.250 3.380
H -1.244 -0.225 -3.161
H -2.909 0.356 -3.064
H -4.246 -1.496 -3.654
H -4.919 -3.863 -3.276
H -3.579 -5.241 -1.676
H -1.666 -4.194 -0.522
H -0.798 4.297 -0.662
H 0.787 5.121 1.060
H 2.198 3.457 2.287
H 1.930 1.055 1.746
Cl 1.026 -3.670 0.084
C 1.258 -3.655 1.846
Cl 1.417 -1.962 2.359
H 2.165 -4.195 2.094
H 0.382 -4.080 2.325
C 5.231 2.431 -1.730
C 4.516 1.237 -1.208
C 4.951 0.433 -0.193
C 4.149 -0.652 0.208
N 2.941 -0.867 -0.318
C 2.571 -0.147 -1.387
S 1.205 -0.569 -2.279
N 3.341 0.900 -1.800
C 4.668 -1.611 1.220
H 6.135 2.629 -1.161
H 4.581 3.306 -1.678
H 5.506 2.287 -2.778
H 5.903 0.619 0.284
H 3.025 1.413 -2.612
H 5.056 -1.095 2.098
H 5.506 -2.155 0.777
H 3.913 -2.333 1.509
S -2.141 -3.779 3.827
C -1.819 -2.910 2.548
N -1.513 -2.299 1.574
```

Its multiplicity is 6. The total charge is +2. The calculation puts the strongest force on any atom at 1.2 eV Å⁻¹. Its highest occupied orbital energy (spin up / spin down) is -13.07 / -13.09 eV. The HOMO-LUMO gap (spin up / spin down) comes out at 0.272 / 0.274 hartree. The value obtained for the total energy is -3765.283794 Eh.

Mulliken atomic charge list, values in e, 6 entries: Sm 0.310; C -1.582; N 0.754; C -0.956; C 0.702; C -1.166

=====

3.
A gas-phase ion, C4HF2O2S (charge -1), computed with ωB97M-V/def2-TZVPD.

The geometry in XYZ format:
```
10
Properties=species:S:1:pos:R:3
O -3.184 0.313 0.853
C -2.609 -0.468 0.162
O -2.716 -1.521 -0.345
C -1.179 0.233 -0.344
C -0.029 0.382 -0.071
C 1.543 0.621 0.187
F 1.838 1.153 1.371
F 2.030 1.619 -0.779
S 2.529 -0.892 -0.025
H 1.776 -1.439 -1.009
```

The total charge is -1. The calculation puts the strongest force on any atom at 6.9 eV Å⁻¹. Its highest occupied orbital energy is -5.17 eV. The HOMO-LUMO gap comes out at 0.297 hartree. Its SMILES is O=C([O-])C#CC(F)(F)S. The value obtained for the total energy is -901.397352 Eh. The energy above the lowest of the compared OMol25 structures with the same formula, charge and spin is 0.00 kJ/mol.

Mulliken atomic charge list, values in e, 6 entries: O -0.579; C 0.638; O -0.556; C -0.057; C -0.469; C 0.602